1.
This record from OMol25 describes a 2-piece molecular cluster, C3H8N2O2S overall in a non-equilibrium geometry. The level of theory is ωB97M-V with the def2-TZVPD basis set.

Geometry as XYZ:
```
16
Properties=species:S:1:pos:R:3:forces:R:3
C 1.680 -0.876 0.037 -3.11 0.70 -0.99
C 1.647 0.584 -0.519 -0.22 -0.75 -0.60
C -0.504 -0.094 0.135 -2.41 2.11 3.59
N 0.215 -1.178 -0.149 2.32 -1.43 -1.67
N 0.292 1.018 -0.313 -3.45 -0.25 1.48
O -2.969 -1.191 -0.015 0.89 1.18 0.04
O -2.791 1.362 0.150 2.02 0.45 2.01
S -2.255 -0.007 -0.552 -0.53 -1.67 -0.99
H 2.082 -1.630 -0.615 1.32 0.10 0.11
H 1.854 -0.976 1.102 0.82 0.16 0.12
H 2.262 1.254 -0.008 1.60 0.82 0.66
H 1.828 0.592 -1.589 0.57 -0.12 -0.14
H -0.895 -0.286 1.579 0.66 1.29 -2.66
H -0.028 -2.110 0.081 -0.80 -0.35 0.54
H -0.189 1.957 -0.305 1.73 -1.56 -0.10
H -2.228 1.580 0.981 -1.39 -0.69 -1.38
```
Positions in Å, forces in eV/Å.

Properties
- Energy: -777.16685 hartree
- LUMO energy: 0.02623 Eh
- Multiplicity: 1
- Charge: 0
- HOMO: -8.3 eV
- ΔE to the lowest compared entry with this formula, charge and spin: 70.5 kcal/mol

Charges per atom according to Mulliken partitioning, unit e: -0.433 -0.528 -0.495 -0.138 -0.099 -0.545 -0.443 0.561 0.315 0.284 0.351 0.247 0.093 0.227 0.237 0.365

=====

2.
This record from OMol25 describes a 2-piece molecular cluster, C6H12NS overall in a non-equilibrium geometry. The level of theory is ωB97M-V with the def2-TZVPD basis set.

Geometry as XYZ:
```
20
Properties=species:S:1:pos:R:3:forces:R:3
C -1.685 1.087 -0.873 1.87 -3.51 1.68
C -1.757 -0.417 -0.475 1.72 0.49 -2.85
C 2.424 -1.152 0.677 3.97 1.26 -3.41
C 1.971 -1.261 -0.817 1.50 1.34 0.89
C -0.786 0.497 0.206 0.60 -0.73 0.11
C 2.184 0.012 -0.135 -1.82 1.13 -0.57
N -1.389 0.759 1.632 -3.09 1.38 -3.70
S 2.532 1.622 -0.331 -0.60 -0.37 -1.38
H -1.255 1.307 -1.790 0.79 0.45 -1.52
H -2.475 1.648 -0.607 -2.76 2.04 0.85
H -2.604 -0.802 -0.050 -2.37 -0.26 1.76
H -1.576 -1.194 -1.266 0.89 0.98 0.66
H 1.688 -1.409 1.274 -3.19 -1.26 3.16
H 3.473 -1.224 0.997 -0.54 -0.52 -0.07
H 2.621 -1.403 -1.650 0.70 -0.39 -0.28
H 0.989 -1.556 -1.000 -1.57 -0.52 0.05
H -1.117 1.714 1.881 -0.14 -0.60 0.58
H -1.074 0.019 2.184 0.65 -0.96 1.58
H -2.490 0.675 1.497 2.48 0.43 0.90
H 1.902 1.801 -1.609 0.92 -0.37 1.57
```
Positions in Å, forces in eV/Å.

Properties
- Energy: -688.26108 hartree
- LUMO energy: -0.17935 Eh
- Multiplicity: 1
- Charge: +1
- HOMO: -11.0 eV
- ΔE to the lowest compared entry with this formula, charge and spin: 154.9 kcal/mol

Charges per atom according to Mulliken partitioning, unit e: -0.724 -0.729 -0.405 -0.322 -0.035 0.402 -0.370 -0.094 0.259 0.284 0.295 0.196 0.274 0.272 0.301 0.158 0.340 0.297 0.388 0.213

=====

3.
This record from OMol25 describes C28H43BN13OSeV as an isolated structure in a non-equilibrium geometry. The level of theory is ωB97M-V with the def2-TZVPD basis set.

Geometry as XYZ:
```
88
Properties=species:S:1:pos:R:3:forces:R:3
V -0.305 -0.695 0.684 0.43 -0.12 -0.19
C 2.860 3.118 -3.933 -0.02 -0.01 -0.02
C 2.431 3.535 -2.527 0.04 -0.08 0.05
C 2.969 4.920 -2.172 -0.01 0.01 -0.01
C 0.941 3.471 -2.384 0.02 0.02 -0.12
C -0.034 4.266 -3.023 -0.09 -0.14 0.09
C -1.231 3.783 -2.559 0.13 0.05 -0.01
N -0.969 2.773 -1.698 0.18 0.00 0.01
N 0.365 2.573 -1.602 -0.04 0.02 0.28
B -1.942 1.931 -0.930 -0.05 0.01 -0.01
N -2.026 0.468 -1.448 -0.05 -0.05 0.09
C -2.751 0.219 -2.524 0.01 0.05 0.00
C -2.765 -1.138 -2.767 -0.09 -0.01 0.00
C -2.009 -1.704 -1.769 0.07 -0.35 0.11
N -1.528 -0.707 -0.960 0.57 0.53 0.38
C -1.881 -3.195 -1.554 -0.12 0.02 0.02
C -0.476 -3.718 -1.306 0.08 0.00 -0.04
C -2.492 -3.945 -2.740 0.00 -0.03 0.01
N -1.623 1.959 0.617 0.04 -0.13 -0.16
C -1.911 3.044 1.311 -0.07 0.11 -0.02
C -1.691 2.804 2.654 -0.02 0.03 -0.03
C -1.250 1.500 2.729 0.05 -0.21 0.04
N -1.186 0.978 1.465 0.11 -0.07 -0.19
C -0.984 0.834 4.064 -0.06 0.12 0.06
C -1.169 -0.672 4.130 0.04 -0.11 -0.06
C 0.350 1.271 4.686 0.04 -0.03 0.00
H 3.947 3.081 -4.006 0.06 0.00 -0.01
H 2.502 3.842 -4.666 -0.02 0.03 -0.04
H 2.456 2.142 -4.202 -0.01 -0.02 0.03
H 2.845 2.813 -1.812 -0.01 -0.01 0.00
H 2.614 5.664 -2.886 -0.03 0.03 -0.04
H 4.059 4.928 -2.206 0.03 -0.01 0.00
H 2.652 5.236 -1.179 -0.01 -0.01 0.05
H 0.118 5.066 -3.722 0.01 0.10 -0.09
H -2.243 4.076 -2.771 -0.12 0.06 -0.02
H -3.040 2.394 -1.071 0.02 0.03 0.05
H -3.227 1.027 -3.048 -0.04 0.06 -0.06
H -3.262 -1.641 -3.571 -0.03 -0.03 -0.06
H -2.497 -3.432 -0.677 0.07 -0.04 -0.05
H 0.183 -3.517 -2.154 -0.01 0.01 0.03
H -0.511 -4.797 -1.158 -0.02 -0.04 -0.01
H -0.036 -3.299 -0.407 -0.12 -0.01 -0.08
H -1.991 -3.670 -3.668 0.05 0.00 -0.03
H -3.557 -3.750 -2.848 -0.05 0.03 0.01
H -2.366 -5.016 -2.596 0.00 -0.03 0.02
H -2.290 3.914 0.803 -0.02 0.07 -0.01
H -1.876 3.468 3.479 -0.01 0.04 0.05
H -1.767 1.265 4.697 0.08 -0.01 -0.01
H -0.995 -1.014 5.150 -0.02 0.01 0.04
H -2.185 -0.962 3.861 -0.01 0.02 -0.03
H -0.470 -1.211 3.490 -0.02 0.06 0.05
H 1.198 0.715 4.283 0.02 -0.01 -0.03
H 0.343 1.074 5.757 -0.03 -0.01 0.03
H 0.540 2.333 4.541 -0.04 0.04 0.00
C 1.930 0.941 0.442 0.05 0.17 -0.12
C 2.020 -0.021 -0.760 0.00 0.20 -0.15
N 1.340 -1.320 -0.452 -0.34 0.48 0.02
C 2.301 -2.398 -0.046 0.11 0.02 -0.08
C 1.896 -3.255 1.145 0.10 -0.18 0.03
N 1.274 -2.504 2.231 0.01 0.14 -0.07
C 2.175 -1.722 3.060 0.07 -0.13 0.11
C 2.589 -0.457 2.339 0.14 0.13 -0.03
N 1.464 0.222 1.652 -0.34 0.16 -0.33
H 1.203 1.722 0.205 0.03 0.03 -0.06
H 2.887 1.437 0.631 -0.06 -0.04 0.00
H 3.045 -0.220 -1.077 -0.09 -0.04 0.04
H 1.497 0.434 -1.613 0.09 -0.04 0.08
H 0.958 -1.614 -1.359 0.11 -0.07 -0.08
H 3.256 -1.910 0.137 -0.03 -0.10 0.00
H 2.445 -3.014 -0.938 0.01 0.02 0.11
H 2.805 -3.778 1.473 -0.06 0.01 0.01
H 1.191 -4.026 0.837 0.06 0.04 0.05
H 0.730 -3.134 2.807 0.02 0.00 -0.02
H 3.088 -2.268 3.335 -0.07 0.00 -0.01
H 1.659 -1.477 3.989 0.00 -0.01 -0.03
H 3.347 -0.665 1.588 -0.02 -0.02 0.08
H 3.040 0.253 3.039 0.01 -0.06 -0.03
H 1.078 0.922 2.281 0.05 -0.10 -0.06
O -1.233 -1.922 1.324 -0.83 -0.83 0.44
N -2.076 -2.890 1.740 -0.17 0.49 -0.08
C -3.303 -2.501 1.761 0.07 -0.36 0.11
C -4.257 -3.478 2.218 0.15 0.22 -0.12
N -5.033 -4.240 2.578 -0.13 -0.13 0.07
C -3.789 -1.205 1.366 0.14 -0.24 0.06
N -4.214 -0.185 1.063 -0.02 0.21 -0.04
Se 0.321 -0.243 -4.201 0.25 -0.09 0.02
C 1.431 -1.534 -3.579 -0.35 0.30 -0.07
N 2.097 -2.344 -3.071 0.16 -0.15 0.09
```
Positions in Å, forces in eV/Å.

Properties
- Energy: -5249.84646 hartree
- LUMO energy (spin up / spin down): -0.22002 / -0.20357 Eh
- Multiplicity: 2
- Expectation value of S²: 0.768
- Charge: +1
- HOMO (spin up / spin down): -9.3 / -9.3 eV
- ΔE to the lowest compared entry with this formula, charge and spin: 2.0 kcal/mol

Charges per atom according to Mulliken partitioning, unit e: 1.283 -1.416 1.273 -1.630 -0.148 -1.022 -0.743 0.430 -0.143 -1.026 0.558 -1.109 -0.645 -0.825 1.724 1.468 -0.727 -2.038 0.120 -0.376 -1.376 -0.505 1.747 0.442 -1.191 -1.533 0.437 0.323 0.258 -0.176 0.321 0.447 0.371 0.551 0.511 -0.088 0.474 0.611 -0.431 0.364 0.623 -0.729 0.443 0.466 0.439 0.554 0.626 0.746 0.522 0.169 -0.098 0.362 0.475 0.341 -0.803 -0.544 1.806 -1.006 -1.120 0.034 -1.039 -0.986 -0.156 0.373 0.646 0.522 0.007 -1.298 0.616 0.486 0.543 0.474 0.301 0.480 0.388 0.536 0.541 0.152 0.052 -0.949 1.193 -0.272 -0.351 -0.002 -0.408 -0.295 0.138 -0.567

=====

Look up the energy of the third one. -5249.84646 hartree

=====

Number 1 is which compound? C3H8N2O2S

=====

Which formula does entry 2 have? C6H12NS

=====

Repeat the second record exactly.
This record from OMol25 describes a 2-piece molecular cluster, C6H12NS overall in a non-equilibrium geometry. The level of theory is ωB97M-V with the def2-TZVPD basis set.

Geometry as XYZ:
```
20
Properties=species:S:1:pos:R:3:forces:R:3
C -1.685 1.087 -0.873 1.87 -3.51 1.68
C -1.757 -0.417 -0.475 1.72 0.49 -2.85
C 2.424 -1.152 0.677 3.97 1.26 -3.41
C 1.971 -1.261 -0.817 1.50 1.34 0.89
C -0.786 0.497 0.206 0.60 -0.73 0.11
C 2.184 0.012 -0.135 -1.82 1.13 -0.57
N -1.389 0.759 1.632 -3.09 1.38 -3.70
S 2.532 1.622 -0.331 -0.60 -0.37 -1.38
H -1.255 1.307 -1.790 0.79 0.45 -1.52
H -2.475 1.648 -0.607 -2.76 2.04 0.85
H -2.604 -0.802 -0.050 -2.37 -0.26 1.76
H -1.576 -1.194 -1.266 0.89 0.98 0.66
H 1.688 -1.409 1.274 -3.19 -1.26 3.16
H 3.473 -1.224 0.997 -0.54 -0.52 -0.07
H 2.621 -1.403 -1.650 0.70 -0.39 -0.28
H 0.989 -1.556 -1.000 -1.57 -0.52 0.05
H -1.117 1.714 1.881 -0.14 -0.60 0.58
H -1.074 0.019 2.184 0.65 -0.96 1.58
H -2.490 0.675 1.497 2.48 0.43 0.90
H 1.902 1.801 -1.609 0.92 -0.37 1.57
```
Positions in Å, forces in eV/Å.

Properties
- Energy: -688.26108 hartree
- LUMO energy: -0.17935 Eh
- Multiplicity: 1
- Charge: +1
- HOMO: -11.0 eV
- ΔE to the lowest compared entry with this formula, charge and spin: 154.9 kcal/mol

Charges per atom according to Mulliken partitioning, unit e: -0.724 -0.729 -0.405 -0.322 -0.035 0.402 -0.370 -0.094 0.259 0.284 0.295 0.196 0.274 0.272 0.301 0.158 0.340 0.297 0.388 0.213